Molecular formula: C10H10BrClMoO4
Method: DFT, the ωB97M-V functional and the def2-TZVPD basis

Each line ends with the Mulliken spin population.
Geometry (Å):
C: -1.956 -0.412 1.430  0.00
C: -1.972 -1.399 0.396  -0.07
C: -0.766 -2.171 0.491  0.04
C: -0.915 2.041 -0.800  0.01
H: -2.709 0.346 1.619  0.00
H: 0.978 -1.983 1.901  0.01
H: -1.778 -0.743 -2.490  0.00
Cl: 3.606 -0.032 0.412  0.04
H: 1.243 2.228 -1.429  0.00
Br: 1.203 1.639 1.512  0.18
O: 1.915 -0.090 0.158  0.08
C: -1.304 0.130 -2.055  -0.07
H: -2.753 -1.547 -0.341  0.00
C: -0.006 -1.655 1.591  0.02
O: 4.020 -1.074 -0.414  0.03
C: -0.757 -0.585 2.188  -0.01
O: 4.002 1.233 -0.016  0.02
Mo: -0.193 0.033 -0.016  1.61
C: 0.041 0.547 -2.301  0.12
O: 3.784 -0.273 1.772  0.02
C: 0.297 1.709 -1.507  -0.05
H: -1.035 2.860 -0.100  0.01
C: -1.897 1.065 -1.146  -0.02
H: 0.762 0.042 -2.936  0.02
H: -0.444 0.011 3.038  0.00
H: -0.452 -2.963 -0.182  0.03
H: -2.915 1.040 -0.775  0.00

Summary:
Energy ... -103132.4210 eV
<S²> ... 2.019
2S+1 ... 3
E_HOMO (spin up / spin down) ... -6.70 / -7.20 eV
Lowest unoccupied orbital energy (spin up / spin down) ... -0.0050 / -0.0466 hartree
Kohn-Sham gap (spin up / spin down) ... 6.562 / 5.933 eV

***

Molecular formula: C10H10ClN3S
Method: DFT, the ωB97M-V functional and the def2-TZVPD basis

Each line ends with the Löwdin charge.
Geometry (Å):
H: -2.602 2.280 1.704  0.18
H: 1.431 2.316 -2.041  0.11
C: -0.745 -0.584 0.368  -0.17
Cl: -4.500 -1.552 -0.493  0.74
C: 1.239 1.334 -1.588  -0.16
H: -4.451 0.890 0.524  0.09
C: -1.089 0.770 1.158  -0.01
C: -1.783 -1.084 -0.005  -0.14
H: 2.531 -3.122 0.514  0.10
N: 0.824 -2.178 0.513  0.16
C: 1.926 0.928 -0.498  -0.35
H: 2.978 1.414 -0.709  0.11
C: -3.112 -0.712 -0.117  -0.63
N: 2.125 -2.306 0.391  0.08
C: -2.320 1.121 1.175  -0.20
H: -0.161 1.513 1.465  0.14
H: 1.715 0.632 -2.427  0.16
S: 4.302 -0.678 -0.109  0.68
N: 1.679 -0.336 0.172  0.02
C: 0.496 -1.072 0.582  -0.30
H: 1.480 1.858 0.584  0.18
H: 0.273 1.284 -1.595  0.01
C: 2.810 -1.202 0.148  -0.84
C: -3.458 0.503 0.710  -0.07
H: -1.590 -2.016 -0.427  0.12

Summary:
Energy ... -38350.9616 eV
E_HOMO ... -8.46 eV
Lowest unoccupied orbital energy ... -0.0141 hartree
Kohn-Sham gap ... 8.071 eV

***

Molecular formula: C10H10ClNOS
Method: DFT, the ωB97M-V functional and the def2-TZVPD basis

Each line ends with the Löwdin charge.
Geometry (Å):
C: -2.930 -0.136 -0.994  -0.35
H: 0.467 1.149 1.776  0.02
H: 2.382 1.533 -1.460  0.14
C: 0.518 -1.290 -0.525  -0.41
H: 3.141 -1.657 1.373  0.08
H: -0.371 0.060 2.710  0.14
C: -1.243 0.665 0.701  -0.61
C: 2.897 0.035 0.023  -0.63
Cl: 4.479 0.853 0.179  0.60
H: 1.229 -2.788 0.752  0.12
C: 0.782 0.001 -1.080  -0.04
C: -0.500 0.937 1.922  -0.08
C: 1.472 -1.829 0.311  -0.02
N: -1.577 1.602 -0.151  0.03
H: -0.843 1.695 2.559  0.06
O: -0.723 -1.787 -0.731  -0.31
H: -0.039 0.338 -1.756  0.12
H: -2.666 1.972 -1.841  0.11
H: -2.534 -0.709 -1.954  0.14
C: 2.596 -1.128 0.691  -0.10
H: -4.027 -0.558 -0.983  0.13
S: -2.061 -0.823 0.411  1.18
C: 2.012 0.573 -0.905  -0.12
C: -2.461 1.293 -1.027  -0.20

Summary:
Energy ... -37423.5619 eV
E_HOMO ... -7.75 eV
Lowest unoccupied orbital energy ... -0.0235 hartree
Kohn-Sham gap ... 7.105 eV